No. 1
The following is a quantum chemistry calculation of a molecular structure, C25H19AsAuIO3S4Si, from OMol25.

XYZ file:
```
55
Properties=species:S:1:pos:R:3:forces:R:3
Au 1.29016 -2.92615 0.78014 -0.331 0.869 0.053
S 4.64999 -5.22623 3.56000 0.121 0.058 0.113
As 3.56155 -3.46349 3.34883 -0.570 -0.080 -0.796
S 3.48543 -2.76023 1.16546 0.642 0.351 0.339
S 1.39994 -3.96085 2.78958 0.007 -0.651 0.341
S 3.71038 -1.84390 4.63242 0.075 -0.005 0.169
O 0.87995 -0.85101 0.05195 -0.015 -0.488 -0.606
Si 0.16455 0.49055 0.48200 0.193 -0.030 0.180
C 1.22504 1.54920 1.64301 -0.036 0.034 0.002
C 2.16857 2.45821 1.15889 0.019 0.003 -0.039
C 2.99949 3.16905 2.01358 0.023 0.005 -0.007
C 2.91084 2.97558 3.38529 0.009 0.005 0.010
C 1.99089 2.06871 3.88974 0.011 -0.011 0.028
C 1.15805 1.37122 3.02568 -0.013 -0.039 0.029
C -1.47900 0.23970 1.38984 -0.034 0.196 -0.011
C -2.28737 1.34321 1.68887 0.033 0.005 0.018
C -3.49161 1.20474 2.36059 -0.006 -0.012 0.005
C -3.92291 -0.05968 2.74701 -0.030 0.017 0.009
C -3.14253 -1.16622 2.45587 -0.004 -0.038 -0.002
C -1.93240 -1.01434 1.78833 -0.004 -0.075 -0.035
C -0.22301 1.61290 -1.00539 0.012 -0.098 -0.071
C -0.40877 2.99468 -0.92751 -0.004 0.038 0.134
C -0.73049 3.75395 -2.04435 -0.011 0.032 -0.023
C -0.87364 3.14190 -3.28216 0.002 -0.004 -0.001
C -0.68937 1.77043 -3.38791 -0.001 0.002 -0.004
C -0.36682 1.02317 -2.26264 0.040 -0.103 -0.029
H 2.26480 2.60796 0.08820 -0.013 0.003 -0.001
H 3.72847 3.86226 1.60819 -0.003 0.003 0.003
H 3.57047 3.51384 4.05646 -0.004 0.001 -0.001
H 1.93752 1.88400 4.95597 -0.004 0.000 -0.006
H 0.45598 0.65450 3.43872 -0.003 0.005 -0.006
H -1.96692 2.33689 1.38986 -0.004 -0.009 0.003
H -4.09624 2.07856 2.57881 0.000 -0.008 0.002
H -4.86807 -0.17919 3.26543 0.006 0.004 -0.001
H -3.47450 -2.15993 2.73059 -0.004 0.005 0.017
H -1.35140 -1.89897 1.56143 0.027 -0.020 -0.035
H -0.28787 3.49681 0.02765 0.008 -0.008 -0.004
H -0.86466 4.82609 -1.94871 0.000 -0.004 -0.003
H -1.12139 3.73064 -4.15843 0.000 -0.003 0.002
H -0.79208 1.27892 -4.34795 0.005 -0.022 -0.036
H -0.21249 -0.04690 -2.35478 0.012 0.048 -0.006
I 1.09738 -1.19765 -6.61118 0.011 0.039 -0.065
C 0.32982 -1.84946 -4.77771 -0.023 -0.049 0.165
C -1.03862 -1.81371 -4.55677 0.001 0.019 -0.093
C -1.53401 -2.24361 -3.33588 0.000 0.026 0.044
C -0.68594 -2.70524 -2.33414 -0.060 0.077 -0.067
C 0.67810 -2.73499 -2.58458 0.163 -0.022 0.003
C 1.19746 -2.30668 -3.79882 -0.045 0.040 -0.061
C -1.30682 -3.16702 -1.01939 -0.121 -0.204 -0.036
O -2.52994 -3.13561 -0.92849 0.101 0.070 -0.024
O -0.51414 -3.65665 -0.13957 -0.061 0.073 0.347
H -1.70718 -1.44806 -5.32526 -0.011 -0.002 0.009
H -2.59437 -2.21464 -3.12396 -0.006 -0.010 0.006
H 1.37447 -3.08620 -1.83420 -0.099 -0.030 0.037
H 2.26529 -2.32102 -3.96858 0.001 -0.004 0.002
```
Positions in Å, forces in eV/Å.

Values from the calculation:
* relative energy (zero: lowest compared OMol25 entry of this formula, charge and spin): 27.5 kcal per mole
* multiplicity: 1
* orbital gap: 6.0 eV
* total charge: -2
* E: -5741.4139 Eh
* highest occupied orbital energy: -0.0989 Ha

No. 2
The following is a quantum chemistry calculation of a molecular structure, C25H19BrIrN4O at a distorted geometry, from OMol25.

XYZ file:
```
51
Properties=species:S:1:pos:R:3:forces:R:3
Ir -2.39137 0.76003 -0.42761 -1.225 -0.268 -1.766
C -3.51667 2.39906 0.54383 0.130 -0.293 0.379
C -4.41592 1.53149 -0.17093 -0.072 0.258 0.239
C -4.08694 1.62151 -1.54716 0.120 0.085 0.144
C -2.93322 2.44396 -1.69279 0.045 0.392 0.170
C -2.60526 2.94310 -0.38335 0.152 0.163 -0.094
H -3.53912 2.60302 1.60182 0.028 -0.058 0.013
H -5.25151 1.01024 0.26430 0.024 -0.118 -0.053
H -4.60752 1.12235 -2.34919 0.130 -0.182 0.010
H -2.47606 2.77117 -2.61147 0.012 -0.151 -0.065
H -1.83499 3.66308 -0.15640 0.108 -0.120 0.014
Br 4.52479 4.56741 2.33218 0.001 -0.058 0.016
C 4.37003 2.68370 2.27810 -0.053 0.077 0.030
C 5.40985 1.92224 1.77908 0.077 -0.071 -0.012
C 5.26318 0.54492 1.70957 0.043 -0.017 -0.123
C 4.08040 -0.06739 2.10584 -0.291 0.161 -1.161
C 3.07052 0.70984 2.67411 -0.082 -0.213 0.119
C 3.21350 2.08112 2.75466 0.002 0.065 0.098
N 4.03970 -1.49024 1.91085 2.646 1.935 2.129
N 3.05304 -2.17311 2.01515 -2.514 -2.474 -2.178
C 1.73937 -1.82654 1.55292 0.461 0.652 1.074
C 0.71897 -2.51943 2.13892 -0.491 -0.210 0.463
C -0.63790 -2.19071 1.96673 0.205 -0.272 0.050
C -0.98823 -1.14955 1.14353 0.256 0.266 -0.131
O -2.22343 -0.72357 0.97725 -0.009 0.308 -0.027
C 0.06406 -0.52161 0.40178 -0.179 -0.136 -0.012
N -0.34354 0.41803 -0.50656 -0.026 0.081 0.489
C 0.53938 1.00558 -1.28366 0.116 -0.014 -0.080
C 1.89954 0.66583 -1.23918 -0.114 0.091 -0.085
C 2.33401 -0.25669 -0.33054 -0.018 -0.071 0.156
C 1.41930 -0.86323 0.56463 0.145 0.269 -0.406
H 6.32391 2.39668 1.45141 0.009 -0.011 -0.008
H 6.06368 -0.07872 1.33366 0.004 0.006 -0.032
H 2.17952 0.24496 3.07468 -0.053 -0.003 -0.067
H 2.42921 2.68748 3.18642 0.007 -0.009 0.028
H 1.00063 -3.31761 2.81480 -0.063 0.031 0.062
H -1.41208 -2.73230 2.49213 0.021 -0.018 0.035
H 0.16352 1.74082 -1.98266 0.021 0.055 0.031
H 2.58594 1.13812 -1.92668 -0.009 0.007 -0.010
H 3.37817 -0.53416 -0.31045 -0.010 -0.001 0.016
C -2.34359 -3.31483 -3.15488 0.001 0.013 0.030
C -3.15384 -3.20721 -2.03683 -0.045 -0.008 -0.051
C -3.21153 -2.00266 -1.36356 -0.219 -0.025 0.062
N -2.52235 -0.92890 -1.76402 0.718 -0.209 0.647
C -1.74042 -1.03250 -2.84578 -0.075 0.166 -0.156
C -1.62787 -2.20171 -3.56891 -0.046 0.025 -0.034
H -2.26911 -4.24916 -3.69423 0.000 -0.004 -0.002
H -3.73163 -4.04526 -1.67524 -0.005 0.000 -0.002
H -3.81032 -1.87738 -0.47179 0.081 -0.039 0.011
H -1.20410 -0.13905 -3.13749 0.033 -0.049 0.041
H -0.98571 -2.23224 -4.43703 0.004 -0.001 -0.002
```
Positions in Å, forces in eV/Å.

Values from the calculation:
* multiplicity: 1
* orbital gap (spin up / spin down): 6.5 / 6.5 eV
* total charge: +1
* E: -3936.4336 Eh
* highest occupied orbital energy (spin up / spin down): -0.3594 / -0.3595 Ha

No. 3
The following is a quantum chemistry calculation of a molecular structure, C25H19F9INO5S at a distorted geometry, from OMol25.

XYZ file:
```
61
Properties=species:S:1:pos:R:3:forces:R:3
C 5.19137 -2.58152 3.13662 -0.307 -0.293 -0.607
C 4.80053 -2.68766 1.86091 0.079 -0.103 0.443
C 3.47116 -2.34861 1.33485 -0.382 -0.805 -0.286
C 2.31569 -2.26660 2.10991 0.123 0.026 -0.176
C 1.08713 -1.96475 1.53667 -0.260 0.192 0.211
C 0.96012 -1.73978 0.16973 0.700 0.176 -0.439
C 2.13154 -1.77940 -0.60182 0.155 0.219 0.186
C 2.05875 -1.49790 -2.07259 -0.125 0.047 1.009
O 1.38356 -2.13246 -2.81657 -0.130 -0.204 -0.814
C 2.94010 -0.33546 -2.59198 0.012 -0.280 -0.195
F 3.37247 0.43381 -1.56424 -0.210 0.239 0.239
F 4.04053 -0.89108 -3.14092 0.125 -0.048 -0.097
C 2.24869 0.58422 -3.64784 0.464 -0.030 -0.413
F 0.93789 0.36337 -3.73564 -0.272 0.044 0.304
F 2.77504 0.31108 -4.85507 0.149 -0.053 -0.099
C 2.50471 2.09265 -3.40103 -0.430 0.561 -0.366
F 2.01147 2.74113 -4.48420 -0.203 0.029 -0.084
F 3.81501 2.34694 -3.36412 0.307 -0.241 0.073
C 1.77632 2.66944 -2.17485 0.547 0.432 0.154
O 0.64598 2.42646 -1.91504 -0.741 -0.562 0.118
O 2.54192 3.50165 -1.45621 0.532 -0.603 0.101
C 3.36415 -2.07751 -0.03114 -0.467 0.019 0.041
N -0.26362 -1.46689 -0.50612 -0.274 -0.607 0.738
I -1.14290 -3.35878 -0.89723 -0.014 -0.036 -0.131
C -1.22562 -0.71688 0.24345 -0.494 0.720 -0.120
C -2.08205 0.12939 -0.47864 0.015 -0.140 -0.440
C -1.97497 0.25363 -1.98825 -0.178 -0.026 0.405
C -3.29938 0.25588 -2.75172 0.714 0.265 -0.744
O -2.96570 0.46494 -4.12461 0.011 0.077 0.089
C -4.09796 -1.02567 -2.65558 -0.345 0.155 0.316
F -3.43350 -2.06982 -3.16005 0.155 -0.146 -0.115
F -4.45404 -1.32934 -1.40472 0.031 -0.028 0.157
F -5.23690 -0.91160 -3.36887 -0.124 -0.004 -0.135
C -3.05357 0.86091 0.19646 0.243 -0.153 0.491
C -3.17287 0.77967 1.57445 0.103 -0.273 -0.294
C -2.33202 -0.04634 2.31362 -0.138 0.084 -0.002
C -2.49891 -0.09512 3.81968 0.019 0.748 0.072
O -2.89478 1.17481 4.33125 0.063 -0.350 -0.156
C -1.82411 2.10544 4.38683 -0.122 0.695 0.163
C -2.10207 3.38082 3.58207 0.220 0.072 -0.191
C -1.37290 -0.79299 1.63257 0.469 -0.209 0.141
S -0.33048 -1.87619 2.57772 -0.059 -0.097 -0.163
H 4.47237 -2.72351 3.93241 0.000 1.034 0.275
H 6.23234 -2.39316 3.34945 0.180 -0.891 0.319
H 5.50271 -3.08627 1.13676 0.344 0.992 -0.336
H 2.37016 -2.45324 3.17355 -0.054 0.043 0.073
H 2.26338 3.37762 -0.53707 -0.197 0.549 0.042
H 4.23698 -2.09849 -0.66871 0.154 -0.031 0.066
H -1.50223 1.21248 -2.19504 0.046 0.049 -0.196
H -1.33592 -0.50364 -2.43038 0.067 -0.140 0.090
H -3.91580 1.10417 -2.46107 -0.324 -0.198 0.275
H -3.35302 -0.22151 -4.67520 -0.018 0.013 -0.056
H -3.73984 1.50087 -0.33706 0.026 0.049 -0.135
H -3.93813 1.34653 2.07937 -0.020 0.060 0.136
H -3.27816 -0.79336 4.11632 -0.023 -0.134 -0.024
H -1.56252 -0.36449 4.31007 0.040 -0.350 -0.053
H -0.88277 1.66744 4.05416 -0.037 -0.254 -0.052
H -1.69440 2.39844 5.42946 0.043 -0.196 0.145
H -3.05137 3.33676 3.05726 -0.117 -0.117 0.053
H -2.11167 4.26506 4.21410 -0.076 0.032 0.119
H -1.32793 3.54438 2.83392 0.007 -0.017 -0.118
```
Positions in Å, forces in eV/Å.

Values from the calculation:
* multiplicity: 1
* orbital gap: 7.4 eV
* E: -2989.6485 Eh
* highest occupied orbital energy: -0.3075 Ha